No. 1
ORCA calculation (ωB97M-V/def2-TZVPD) on C43H48CrN8O5PS as an isolated structure.

Summary:
E_LUMO (spin up / spin down): 1.281 / 1.280 eV
Highest occupied orbital energy (spin up / spin down): -3.74 / -3.74 eV
2S+1: 5
Charge: -1
<S²>: 6.041
Orbital gap (spin up / spin down): 5.02 / 5.02 eV

The geometry in XYZ format:
```
107
Properties=species:S:1:pos:R:3:forces:R:3
Cr -0.186 -0.873 -0.432 1.7450 -0.0053 -0.6042
S 8.967 3.175 -2.831 -1.7178 -1.7274 -1.9589
P -2.720 0.573 -0.022 0.5177 -0.1744 0.9076
O 9.220 1.922 -2.101 2.1773 1.0532 0.6080
O 0.101 3.020 -1.926 -0.6023 -0.8248 0.2610
O 9.339 3.148 -4.256 0.5611 -0.1961 0.6150
O -0.134 0.811 -1.576 -1.5338 2.6289 -1.0335
O 9.239 4.486 -2.263 -0.1332 -0.4913 0.9199
N -0.837 -2.452 0.973 -0.5607 -1.9093 1.5588
N -0.686 -2.203 -2.141 -0.7364 -0.6550 -0.7750
N -0.891 -3.639 2.821 0.7095 -0.1489 -1.4530
N 3.194 1.876 -3.280 0.4540 -1.8635 -0.1297
N -0.863 -4.518 1.764 -0.0361 1.5793 -0.2063
N 0.976 0.479 0.916 0.1913 1.0428 0.0649
N -0.850 -3.816 0.691 0.1352 0.5480 0.8204
N 1.713 2.339 1.925 0.0618 -0.9801 -0.5627
C 4.528 2.159 -3.209 1.7932 0.2145 -0.3226
C 4.157 -1.432 -1.534 -1.1286 -0.0503 0.8974
C -3.617 3.190 -3.754 0.2977 0.3571 0.3725
C -6.056 -2.662 0.536 1.3445 1.2629 -0.8042
C -5.832 -1.991 -0.706 -0.7860 -1.3057 0.4022
C -4.034 -0.703 0.153 0.3554 0.7075 0.3033
C -3.089 1.687 -1.419 -0.1637 0.4130 0.1324
C 2.852 -3.394 -2.099 0.0816 0.4746 -0.2600
C -2.047 2.217 -2.194 -0.2314 -1.1008 -0.2842
C 1.743 -1.443 -1.239 -2.0136 1.2530 0.6392
C 1.667 -2.676 -1.817 1.8873 -2.1469 -0.9418
C 5.517 1.151 -3.422 -0.1229 0.2213 0.8387
C -0.870 -2.399 2.308 -0.4969 0.8194 -0.6078
C -0.604 1.985 -1.855 2.1035 -0.1444 -0.2881
C -4.630 2.861 -2.878 -0.6693 -0.9418 0.9320
C 1.119 1.813 0.795 0.0464 -1.2534 0.8731
C 0.346 -3.297 -2.157 -1.4109 0.7448 1.9790
C -4.518 1.666 1.892 0.4947 0.0589 -0.1777
C -4.847 -1.032 -0.908 -0.7734 -1.0721 1.1163
C 6.279 3.842 -2.825 0.9967 -1.6371 -0.0408
C -3.208 1.695 1.347 -1.1800 0.3433 -0.1080
C -4.845 2.502 2.943 -0.2606 -0.0334 0.2935
C -3.847 3.274 3.549 -0.1246 0.1578 -1.0653
C -4.194 -1.348 1.393 0.1695 0.3628 -0.1101
C 2.192 3.714 2.164 1.3724 -1.5646 -1.0109
C -0.611 -1.420 -3.420 -0.6374 0.5542 1.6098
C -0.710 -4.275 4.117 -1.3126 -0.6740 0.0199
C -1.509 -2.222 5.384 -0.3498 1.0285 1.0482
C 7.206 2.813 -2.935 0.3156 0.3599 0.2088
C 0.853 -2.942 5.630 0.6404 -0.0092 -0.4208
C -4.366 2.164 -1.669 -0.9515 0.1173 -1.6326
C -2.352 2.732 1.741 0.4769 -0.7217 -0.3891
C 1.600 0.130 2.082 -0.3519 0.4104 0.2248
C 6.846 1.442 -3.159 0.0333 2.1220 -0.4155
C 4.096 -2.785 -1.925 0.3983 0.6810 0.2320
C -0.565 -3.397 5.350 -0.5408 -0.7339 0.7083
C -5.211 -2.295 1.594 0.6284 0.8156 -0.5535
C 4.969 3.467 -2.929 -2.2548 0.6935 -0.3405
C -2.637 3.465 2.876 -0.6396 -0.1498 0.4828
C 2.011 1.260 2.733 0.5182 -0.3151 0.5157
C -2.065 -2.783 -2.115 1.3008 -1.0126 0.1405
C 2.944 -0.763 -1.192 1.7607 -1.0085 -0.4348
C -2.314 2.936 -3.359 0.5669 0.0965 0.1975
H -1.621 -4.943 4.154 0.9876 0.6133 0.4923
H -0.780 -2.046 -4.287 -0.0768 -0.2951 -0.2209
H -1.435 2.927 1.165 -0.3311 -0.2293 0.3805
H 6.615 4.852 -2.616 -0.1062 -0.0729 -0.1418
H 1.752 -0.910 2.334 -0.0910 0.1345 0.1642
H -2.202 -3.466 -1.239 0.1476 0.6160 -0.8255
H 2.938 0.975 -3.660 -0.1385 0.3656 0.1810
H -2.540 -2.480 5.170 -0.1685 -0.0851 -0.1426
H -6.781 -3.459 0.637 -0.1055 0.2292 -0.0407
H -3.519 -1.022 2.221 -0.7693 -0.4789 -0.6022
H -2.244 -3.332 -3.069 -0.0999 0.1990 0.5803
H 2.891 3.721 3.004 -0.2782 -0.1582 -0.0529
H -4.028 3.821 4.446 -0.2637 0.3741 0.4434
H 1.571 -3.788 5.671 -0.4121 0.5295 0.0999
H -5.331 1.023 1.525 0.7316 0.1827 -0.0809
H -3.826 3.739 -4.662 -0.0080 -0.1519 -0.1245
H 0.871 2.296 -0.141 0.0570 0.6088 0.2724
H 7.656 0.713 -3.196 -0.4563 0.2141 -0.0782
H 0.349 -0.936 -3.446 0.3243 0.2046 -0.2014
H 0.245 -3.845 -3.068 0.4588 -0.2933 -1.0786
H -1.945 4.202 3.250 0.1972 0.0556 0.0233
H 0.899 -2.347 6.548 0.0060 -0.3193 0.0329
H -5.289 -2.641 2.605 -0.3360 -0.6289 0.2452
H -4.723 -0.584 -1.858 0.0158 0.4419 -0.7938
H -5.914 2.531 3.212 0.7855 0.0186 0.4421
H -6.443 -2.279 -1.562 0.0269 0.0570 0.2036
H 0.000 -3.995 -1.373 0.3860 0.2037 -0.2753
H -2.720 -1.949 -2.035 -0.8091 0.4571 -0.0345
H 5.283 0.110 -3.659 -0.4031 0.3708 0.0474
H 2.809 -4.411 -2.473 -0.0437 -0.0670 -0.0632
H 2.550 1.344 3.685 -0.3315 0.1874 -0.6689
H 2.774 4.002 1.274 -0.4312 0.2561 0.3266
H 5.109 -0.951 -1.297 -0.2128 -0.0823 -0.5525
H -1.195 -1.419 4.732 0.0639 0.0475 -0.4302
H -1.436 3.271 -3.915 -0.4041 0.0161 0.0260
H -5.680 2.990 -3.153 0.3252 0.3641 0.1441
H -0.881 -4.120 6.136 0.2935 0.5831 -0.1415
H 1.183 -2.257 4.839 0.0566 -0.1669 -0.0055
H 2.545 2.599 -3.314 -1.2081 1.1342 -0.0489
H 2.971 0.287 -0.939 0.0957 0.0700 0.3290
H -1.070 -1.451 2.830 0.6103 -0.8369 -0.2432
H 5.058 -3.298 -2.092 -0.7200 0.0145 -0.0050
H -1.505 -1.687 6.362 0.0075 -0.7581 -0.3247
H -5.243 1.918 -1.064 0.4620 -0.1025 0.0457
H -1.397 -0.640 -3.319 0.5464 -0.3826 -0.4546
H 0.162 -4.915 4.048 0.0950 -0.1460 -0.1614
H 1.371 4.333 2.357 -1.0602 1.1428 0.1518
H 4.217 4.284 -2.896 0.1698 -0.7077 0.1696
```
Forces are in eV/Å.

No. 2
ORCA calculation (ωB97M-V/def2-TZVPD) on C43H48N4OSTc as an isolated structure.

Summary:
E_LUMO (spin up / spin down): -0.142 / -0.122 eV
Highest occupied orbital energy (spin up / spin down): -5.77 / -5.93 eV
2S+1: 2
<S²>: 1.149
Orbital gap (spin up / spin down): 5.63 / 5.81 eV

The geometry in XYZ format:
```
98
Properties=species:S:1:pos:R:3:forces:R:3
Tc 0.814 0.410 -0.677 3.6944 1.1867 2.1442
S 0.972 2.658 -1.166 -0.3980 2.1572 0.3083
O 1.247 0.727 0.922 1.4110 0.5579 0.8513
N 2.871 2.289 -2.890 -0.0795 0.0701 -0.2121
N -1.049 0.630 -0.217 -0.6831 -2.0543 -1.0323
N 0.673 -1.469 -0.266 -2.2039 -0.0423 -1.4466
N 3.699 3.085 -0.940 -1.1636 -0.2987 -0.6081
C 3.901 3.704 0.314 0.3079 0.2757 0.7628
C -1.138 -4.308 -0.014 -0.1201 1.3724 -0.0717
C -2.675 1.188 -3.596 -0.0930 -0.2256 -0.0508
C -5.144 -2.878 0.101 -0.7652 1.5970 -0.0702
C 1.772 -1.233 -3.040 0.1822 0.0391 -0.1024
C -1.014 2.411 3.091 0.2739 0.1160 -0.0383
C 3.222 4.911 2.310 0.3604 -0.2602 -0.3853
C 2.909 4.310 1.084 -0.2788 0.2807 0.2347
C 5.538 4.338 2.009 -0.3213 -0.1302 -0.3722
C 2.155 -3.107 -1.260 0.3229 -0.2151 0.2623
C 3.089 -4.151 -1.070 -0.4823 0.5388 0.1911
C -2.196 -5.228 0.098 -1.4668 0.1053 0.0521
C 4.534 4.923 2.773 -0.1175 0.0195 0.0252
C 1.861 -2.727 -2.716 0.0069 -0.0976 0.0151
C 0.812 -3.262 3.428 -0.0508 -0.1696 -0.0160
C -2.804 -2.576 -0.029 0.4180 0.3514 -0.0290
C -3.631 3.937 -0.184 0.2361 -0.3099 -0.0289
C 3.462 -4.574 0.199 -0.2652 0.2393 -0.1032
C 5.222 3.737 0.787 0.0036 0.0924 0.3305
C 1.412 -2.252 2.442 -0.0277 -0.0521 0.0578
C -0.648 -1.675 -0.183 -1.6435 -3.1710 0.6472
C -3.275 1.315 3.284 -0.1549 0.0207 -0.0431
C -2.232 2.360 -1.406 0.0166 0.0080 0.2669
C 2.502 -1.415 3.119 0.2069 0.1782 -0.0796
C 2.566 2.718 -1.625 2.1368 0.0264 -0.3729
C 2.908 -3.958 1.311 -0.5506 0.5408 -0.3076
C -1.918 1.674 -0.196 -1.5773 3.1987 -0.0864
C -2.925 -1.189 -0.103 0.0018 1.9056 -0.0091
C 1.955 -2.927 1.176 -0.0852 -0.0194 -0.1395
C -3.109 3.462 -1.381 0.4208 -0.4908 0.1832
C -2.440 2.187 1.031 -0.0721 -0.1001 -0.1689
C -1.464 -2.957 -0.072 1.9269 -0.3024 -0.0081
C -0.993 3.064 -3.520 -0.1467 0.3598 -0.0792
C -4.193 -0.617 -0.092 1.3225 -0.3465 -0.0480
C -3.859 -3.447 0.074 -0.3867 -0.3175 0.0324
C 1.539 -2.503 -0.126 2.9627 -2.2025 0.2969
C -3.285 3.316 1.010 0.4360 -0.6099 -0.2746
C 0.644 -3.480 -3.257 -0.1650 -0.0809 -0.1341
C -1.508 -0.628 -0.185 -3.0868 -0.7529 0.6879
C -3.541 -4.815 0.143 1.4185 -1.0875 -0.0098
C -5.297 -1.481 0.015 -0.1808 -1.4340 0.0732
C -1.629 1.906 -2.740 -0.3135 0.3015 -0.2015
C -2.063 1.556 2.374 -0.1136 -0.0067 0.0652
H 1.569 -3.930 3.851 -0.0224 0.0544 -0.0601
H -0.285 -3.145 -2.789 0.0584 0.0105 0.0931
H -1.956 -6.285 0.150 -0.1329 0.0613 0.0034
H -1.736 3.783 -3.880 -0.0229 -0.1412 -0.0023
H 1.877 4.359 0.762 0.1099 -0.2373 -0.1484
H -1.617 0.568 2.223 0.0647 0.1465 -0.3559
H -3.671 3.720 1.938 0.0414 -0.1103 0.0355
H 2.434 5.374 2.898 0.1050 -0.1195 -0.1741
H 4.191 -5.366 0.319 -0.0051 -0.0005 -0.0125
H -6.291 -1.047 0.030 0.0414 -0.1381 0.0078
H -2.979 0.737 4.167 0.0176 0.0877 -0.1260
H -1.398 3.409 3.330 -0.0926 -0.0839 -0.0338
H -4.289 4.797 -0.180 -0.0008 -0.0159 -0.0059
H -0.272 3.606 -2.898 -0.4181 -0.0645 -0.3868
H 2.095 -0.883 3.986 0.0051 -0.0704 -0.1055
H -0.812 1.198 -2.567 -0.2840 -0.0479 0.1893
H 2.073 2.076 -3.480 0.2265 0.1117 0.2453
H 3.539 -4.631 -1.934 -0.0623 0.1095 -0.0499
H -4.054 0.749 2.761 0.0854 0.0507 0.0469
H -4.302 0.456 -0.168 -0.2166 0.0464 0.0417
H -4.327 -5.556 0.229 0.0257 0.0095 -0.0004
H 4.773 5.392 3.725 -0.0258 -0.0818 -0.1471
H -0.121 2.537 2.470 -0.1000 -0.1019 0.0445
H -0.457 2.684 -4.397 -0.0819 -0.0364 -0.0065
H 0.736 -4.559 -3.086 0.0073 0.1825 0.0221
H -3.506 1.850 -3.862 0.1146 -0.0125 0.0747
H -3.092 0.326 -3.065 0.0338 0.0949 -0.0181
H -2.226 0.822 -4.526 -0.0357 0.0516 0.0508
H 3.227 -4.272 2.298 -0.0946 0.0808 0.0178
H -0.705 1.936 4.028 -0.0511 0.0271 -0.0951
H 0.543 -3.323 -4.337 0.0209 0.0128 0.0753
H 2.571 -0.668 -2.549 0.0332 -0.0266 -0.0511
H 6.566 4.348 2.361 -0.1588 -0.0395 -0.1250
H 0.051 -3.881 2.941 0.0690 0.0663 0.0435
H 2.906 -0.667 2.428 -0.1495 -0.1004 0.1035
H 4.546 2.757 -1.383 0.0095 0.1804 0.1195
H 0.809 -0.798 -2.758 -0.2544 -0.0950 -0.1080
H 0.601 -1.561 2.200 0.1630 -0.0412 -0.3822
H -6.021 -3.510 0.184 0.0113 0.0233 -0.0006
H 0.334 -2.740 4.264 0.0850 -0.0182 -0.1141
H 6.029 3.286 0.214 -0.1436 -0.0130 -0.0486
H -3.378 3.961 -2.305 0.0723 -0.0396 -0.0304
H -3.719 2.249 3.643 0.0468 -0.0451 -0.0580
H 1.872 -1.078 -4.121 -0.0048 -0.0313 0.0998
H -0.103 -4.614 -0.051 -0.0011 -0.2302 0.0306
H 3.337 -2.032 3.469 -0.0953 -0.0689 -0.0263
H 2.723 -3.076 -3.304 -0.0769 -0.0449 0.2678
H 3.666 2.684 -3.372 0.0104 -0.1130 0.1009
```
Forces are in eV/Å.

Q: Which energy above the lowest of the compared OMol25 structures with the same formula, charge and spin values were calculated for the entries above? A: 0.00; 0.00, in kcal/mol.
Q: Which E values were calculated for the entries above? A: -4265.59402; -2440.54075, in hartree.